Record 1
10
Properties=species:S:1:pos:R:3:forces:R:3:nbo_charge:R:1 method="wB97M-V/def2-TZVPD" total_charge=-1 de_lowest_kcal_mol=110.92 e_homo_ev="-1.64 / -1.64" spin_multiplicity=1 e_lumo_ev="4.504 / 4.503"
C -0.738460 0.042906 0.099953 1.6 1.1 -1.2 -0.400
C 0.475088 -0.604196 0.822245 -1.2 1.2 -1.7 -0.010
N -0.118741 1.314307 -1.083473 1.5 -1.1 0.7 -0.310
O 0.611277 2.277803 -0.411572 -0.8 -0.6 0.2 -0.802
F 0.173097 -1.146643 2.064543 -0.5 0.2 1.8 -0.415
H -1.208589 0.719774 0.790008 -0.2 0.4 0.2 0.185
H -1.541273 -0.519863 -0.445639 1.2 -0.1 0.5 0.166
H 1.219172 0.238687 0.932856 -0.5 -1.0 -0.1 0.193
H 0.792754 -1.520864 0.360208 0.8 0.1 -1.2 0.138
H 0.700926 0.837562 -1.621407 -1.8 -0.2 0.9 0.254

---

Record 2
17
Properties=species:S:1:pos:R:3:forces:R:3:nbo_charge:R:1 method="wB97M-V/def2-TZVPD" smiles="CC(C)=C/C=C/O" de_lowest_kcal_mol=62.54 e_homo_ev=-7.72 spin_multiplicity=1 e_lumo_ev=0.711
C 0.065411 2.035804 -1.322030 0.4 -1.0 0.1 -0.630
C -0.280860 0.646179 -0.783604 1.1 1.3 -0.7 0.057
C -1.518154 0.024972 -1.269191 -1.5 -1.5 -0.6 -0.676
C 0.554228 0.105565 0.119027 -1.6 -0.9 -0.5 -0.252
C 0.189081 -1.008404 1.013521 1.7 -1.5 2.2 -0.369
C 1.123513 -1.801135 1.631271 0.1 -0.5 -1.8 0.160
O 1.085359 -2.060352 2.981490 -0.2 0.0 -0.1 -0.703
H -0.617066 2.777319 -0.904985 0.1 0.1 0.1 0.217
H 0.012708 2.105645 -2.404599 -0.2 -0.1 -0.2 0.209
H 1.107425 2.222400 -1.048454 -0.2 0.5 0.1 0.211
H -1.484291 -0.662625 -2.135523 1.2 0.1 0.1 0.236
H -1.903969 -0.691125 -0.529257 -0.4 0.6 0.1 0.230
H -2.284624 0.675318 -1.714157 0.1 0.4 1.0 0.223
H 1.511266 0.574683 0.312865 -0.1 0.0 0.1 0.211
H -0.679391 -1.285967 1.638563 -0.6 2.0 -0.5 0.228
H 1.804675 -2.469595 1.078159 0.6 1.0 0.3 0.160
H 1.314687 -1.188681 3.336905 -0.5 -0.4 0.4 0.488

---

Record 3
17
Properties=species:S:1:pos:R:3:forces:R:3:nbo_charge:R:1 method="wB97M-V/def2-TZVPD" de_lowest_kcal_mol=40.81 e_homo_ev="-6.81 / -7.00" spin_multiplicity=1 e_lumo_ev="0.746 / 0.712"
C 1.609017 -0.509597 -0.688453 -0.1 0.2 0.0 -0.677
C 0.653310 0.276442 1.559513 -0.1 0.0 -0.2 -0.684
C -1.680129 0.005984 -0.835494 0.6 -0.2 0.4 -0.065
C 0.870024 0.514591 0.104965 -0.7 -0.1 -0.2 -0.101
N -2.064758 -1.317031 -0.643584 0.0 0.2 -0.1 -0.820
S 1.043450 2.172234 -0.419126 0.2 -0.1 -0.2 0.025
Cl -2.510396 1.136549 0.169049 -0.1 0.2 0.1 -0.040
H 1.206864 -1.502985 -0.481952 0.0 0.0 0.0 0.212
H 2.673845 -0.529216 -0.437333 0.1 0.0 0.0 0.209
H 1.520668 -0.305324 -1.752978 0.0 -0.1 -0.1 0.220
H -0.138323 0.919114 1.947304 0.0 0.0 0.1 0.222
H 1.561313 0.479225 2.135936 0.1 0.0 0.1 0.214
H 0.374701 -0.762261 1.732723 0.0 -0.1 0.1 0.208
H -1.584924 0.329738 -1.860050 0.1 0.1 -0.1 0.187
H -1.583822 -1.960391 -1.256788 0.0 0.0 0.1 0.383
H -2.065307 -1.608200 0.325596 0.0 -0.1 -0.1 0.381
H 0.114460 2.661125 0.400666 -0.2 0.2 0.1 0.126